(1)
{"formula": "C24H56O12", "method": "the ωB97M-V functional and the def2-TZVPD basis", "species": ["C", "C", "C", "O", "C", "H", "H", "H", "H", "H", "H", "H", "H", "C", "C", "C", "O", "C", "H", "H", "H", "H", "H", "H", "H", "H", "C", "C", "C", "O", "C", "H", "H", "H", "H", "H", "H", "H", "H", "C", "C", "C", "O", "C", "H", "H", "H", "H", "H", "H", "H", "H", "O", "C", "C", "O", "H", "H", "H", "H", "H", "H", "O", "C", "C", "O", "H", "H", "H", "H", "H", "H", "O", "C", "C", "O", "H", "H", "H", "H", "H", "H", "O", "C", "C", "O", "H", "H", "H", "H", "H", "H"], "positions_angstrom": [[-0.74304, -8.70163, -1.90654], [-1.93157, -7.81709, -1.83589], [-2.27291, -7.94127, -0.35402], [-1.18532, -8.55378, 0.38786], [-0.07024, -8.54953, -0.57452], [-0.07344, -8.36550, -2.69821], [-0.90511, -9.74822, -2.16440], [-2.76389, -7.96031, -2.52498], [-1.61936, -6.77978, -1.95673], [-3.20327, -8.50866, -0.32976], [-2.52512, -6.95510, 0.03582], [0.64610, -9.33052, -0.31956], [0.45269, -7.59338, -0.59469], [4.65231, 3.42444, 4.36794], [5.11051, 3.70276, 3.00539], [6.51244, 3.08089, 2.86491], [6.65205, 2.40652, 4.12270], [5.40393, 2.20192, 4.80805], [3.57973, 3.23611, 4.32104], [4.92483, 4.33478, 4.90189], [5.01162, 4.76019, 2.76011], [4.47774, 3.11203, 2.34300], [7.33294, 3.77625, 2.68786], [6.56184, 2.40610, 2.01033], [5.69951, 2.22808, 5.85688], [4.98028, 1.27617, 4.41869], [-4.64052, -2.85977, 7.71825], [-4.73158, -4.07713, 6.76187], [-4.31997, -5.28615, 7.61072], [-3.95610, -4.91012, 8.93030], [-3.72511, -3.47328, 8.86554], [-5.59544, -2.64487, 8.19788], [-4.30439, -1.96706, 7.19082], [-4.05225, -4.01466, 5.91174], [-5.70306, -4.31208, 6.32699], [-3.40090, -5.59068, 7.11005], [-4.90097, -6.19519, 7.76621], [-2.70393, -3.36490, 8.50011], [-3.71242, -3.00393, 9.84923], [7.38947, 1.71472, -5.38064], [5.91538, 2.12154, -5.73991], [5.69123, 1.47696, -7.06831], [6.33305, 0.19427, -6.81904], [7.55792, 0.40268, -6.05191], [7.40362, 1.66905, -4.29168], [7.94619, 2.57446, -5.75349], [5.70896, 3.16725, -5.96790], [5.20712, 1.98532, -4.92265], [6.27394, 2.00553, -7.82273], [4.64111, 1.37644, -7.34261], [8.28799, 0.50847, -6.85435], [7.75740, -0.44468, -5.39595], [-2.08129, -0.31063, -6.13524], [-3.43545, 0.00555, -6.01152], [-4.18591, -0.14283, -7.30004], [-3.50186, 0.61326, -8.20164], [-1.64654, -0.22743, -5.28338], [-3.92074, -0.60923, -5.25347], [-3.50825, 0.94575, -5.46487], [-5.22366, 0.13043, -7.10899], [-4.15157, -1.17427, -7.65083], [-2.61634, 0.50501, -7.84706], [1.51724, 9.59593, -1.38436], [0.64893, 9.77758, -0.30589], [0.09767, 8.44092, 0.18382], [-0.44486, 7.61980, -0.87214], [2.07879, 10.37237, -1.44273], [1.19463, 10.41237, 0.39222], [-0.18247, 10.31741, -0.75917], [-0.61817, 8.72222, 0.95618], [0.85438, 7.97516, 0.81514], [0.07908, 7.74277, -1.66710], [-5.75907, 0.27012, 0.73228], [-6.51912, 1.45269, 1.01118], [-5.67631, 2.59294, 0.38551], [-4.38731, 2.71811, 0.98313], [-5.22431, 0.10818, 1.51293], [-7.56016, 1.39725, 0.69295], [-6.49213, 1.48845, 2.10026], [-6.12314, 3.56350, 0.60105], [-5.76288, 2.31672, -0.66535], [-3.88714, 3.38275, 0.50388], [0.47601, -0.00811, -0.53271], [0.96015, -1.11928, 0.30959], [-0.30059, -1.66184, 1.13761], [-0.56250, -0.86508, 2.31865], [0.06526, 0.66940, 0.00936], [1.28663, -1.90159, -0.37562], [1.77098, -0.88635, 0.99980], [-0.22447, -2.73742, 1.29710], [-1.09849, -1.59235, 0.39826], [-1.00706, -0.09368, 1.95959]], "lowdin_charge": [-0.2150, -0.1834, -0.2102, -0.1251, -0.1807, 0.1130, 0.1181, 0.1178, 0.1089, 0.1108, 0.1100, 0.1210, 0.1149, -0.2109, -0.1977, -0.1781, -0.1655, -0.1719, 0.1172, 0.1206, 0.1145, 0.1074, 0.1112, 0.1059, 0.1251, 0.1222, -0.1315, -0.1693, -0.2252, -0.1498, -0.1725, 0.0984, 0.1024, 0.1025, 0.1024, 0.1047, 0.1210, 0.1043, 0.1127, -0.1597, -0.1924, -0.1914, -0.1726, -0.1890, 0.1061, 0.1099, 0.1024, 0.1080, 0.1181, 0.1245, 0.1143, 0.1219, -0.0511, -0.2854, -0.2842, -0.0362, 0.1010, 0.1139, 0.1231, 0.1261, 0.1224, 0.0704, -0.0757, -0.2667, -0.2311, -0.0503, 0.0879, 0.1235, 0.1156, 0.1138, 0.1089, 0.0740, -0.0840, -0.2210, -0.2447, -0.0692, 0.0784, 0.1181, 0.1119, 0.1119, 0.1153, 0.0837, -0.0978, -0.1789, -0.2178, -0.0672, 0.0640, 0.1073, 0.1068, 0.1082, 0.1061, 0.0690], "e_above_lowest_kcal_mol": 0.0, "max_force_ev_per_a": 3.3, "multiplicity": 1, "smiles": "C1CCOC1.C1CCOC1.C1CCOC1.C1CCOC1.OCCO.OCCO.OCCO.OCCO", "total_energy_ev": -50357.8785, "mol_weight_g_mol": 536.70, "charge": 0}

=====

(2)
{"formula": "C24H57Br6N3O6", "method": "the ωB97M-V functional and the def2-TZVPD basis", "species": ["C", "O", "C", "C", "N", "C", "C", "O", "C", "H", "H", "H", "H", "H", "H", "H", "H", "H", "H", "H", "H", "H", "H", "H", "C", "O", "C", "C", "N", "C", "C", "O", "C", "H", "H", "H", "H", "H", "H", "H", "H", "H", "H", "H", "H", "H", "H", "H", "C", "O", "C", "C", "N", "C", "C", "O", "C", "H", "H", "H", "H", "H", "H", "H", "H", "H", "H", "H", "H", "H", "H", "H", "Br", "C", "C", "Br", "H", "H", "H", "H", "Br", "C", "C", "Br", "H", "H", "H", "H", "Br", "C", "C", "Br", "H", "H", "H", "H"], "positions_angstrom": [[2.46789, -0.15178, -1.52438], [3.23834, -0.77097, -2.51263], [3.53027, -2.12765, -2.22888], [4.23509, -2.34165, -0.90653], [4.73936, -3.69750, -0.79303], [5.36014, -3.95340, 0.52460], [5.26605, -5.41539, 0.85830], [6.10015, -6.13244, -0.04394], [6.49189, -7.38003, 0.43905], [1.44548, -0.57117, -1.49434], [2.30989, 0.89713, -1.76441], [2.90475, -0.25242, -0.53086], [4.13982, -2.44839, -3.07463], [2.59579, -2.71026, -2.21967], [3.50027, -2.21596, -0.10700], [5.01773, -1.57344, -0.78009], [5.45720, -3.87693, -1.48540], [4.81356, -3.36539, 1.26693], [6.39691, -3.59591, 0.56199], [4.23358, -5.75178, 0.70447], [5.56871, -5.65309, 1.88579], [6.93083, -7.95130, -0.37958], [5.65135, -7.98484, 0.81254], [7.23416, -7.31273, 1.24694], [-9.03945, 1.85988, -0.00721], [-8.06777, 1.88749, -1.01602], [-6.93009, 1.09265, -0.73976], [-5.84111, 1.44412, -1.73270], [-5.43989, 2.84893, -1.56101], [-4.49654, 3.26328, -2.58447], [-3.89903, 4.60697, -2.26993], [-4.73986, 5.62963, -2.73927], [-4.10735, 6.88278, -2.75957], [-9.19396, 0.84132, 0.37665], [-9.98188, 2.14184, -0.47321], [-8.74911, 2.50837, 0.82344], [-7.15348, 0.02343, -0.85567], [-6.55302, 1.31035, 0.26615], [-6.12884, 1.25347, -2.77519], [-4.96172, 0.84202, -1.48369], [-6.28929, 3.40161, -1.61919], [-4.96407, 3.34898, -3.57522], [-3.66525, 2.55888, -2.61116], [-2.88948, 4.74566, -2.70435], [-3.70683, 4.74312, -1.19193], [-3.68089, 7.10991, -1.76757], [-4.88746, 7.61839, -2.93765], [-3.29838, 6.92484, -3.49786], [0.72197, -1.56739, 1.76839], [0.01672, -2.66252, 1.24762], [0.88938, -3.68366, 0.77968], [0.15589, -4.93978, 0.43141], [-0.09573, -5.81427, 1.56773], [-1.08286, -5.31463, 2.49888], [-0.94815, -5.92995, 3.86672], [-1.25085, -7.31372, 3.80784], [-0.85692, -8.00703, 4.96367], [-0.04472, -0.81738, 1.96984], [1.43715, -1.12185, 1.07035], [1.22447, -1.84760, 2.70196], [1.62252, -3.94662, 1.56603], [1.50898, -3.31548, -0.04944], [0.81769, -5.46310, -0.26852], [-0.74503, -4.71331, -0.16268], [-0.39575, -6.71444, 1.21463], [-2.12546, -5.32988, 2.14929], [-0.90143, -4.24522, 2.64204], [-1.69517, -5.43391, 4.51664], [0.02549, -5.75512, 4.33308], [0.17523, -7.77024, 5.25122], [-0.84387, -9.07421, 4.73376], [-1.54939, -7.81892, 5.79019], [-1.00515, 2.19535, -2.14575], [-0.48660, 3.53765, -0.86637], [0.90932, 3.30490, -0.36200], [0.99122, 1.75699, 0.79530], [-1.26068, 3.62407, -0.10635], [-0.53840, 4.50474, -1.37010], [1.17590, 4.14622, 0.27583], [1.57983, 3.23775, -1.21314], [1.02232, 5.82254, -3.41785], [-0.26493, 7.27888, -3.33924], [-0.74636, 7.56282, -4.74980], [-1.87208, 9.12683, -4.83043], [0.29665, 8.13751, -2.98134], [-1.04708, 6.99897, -2.64375], [-1.37663, 6.75202, -5.10925], [0.10554, 7.63380, -5.41824], [3.67072, 3.96663, 1.89416], [4.84993, 4.63549, 3.31646], [4.02608, 5.44646, 4.26790], [5.22997, 6.30307, 5.52511], [5.55017, 5.28840, 2.80366], [5.35814, 3.76542, 3.70799], [3.33995, 4.82481, 4.83490], [3.46750, 6.19830, 3.72310]], "lowdin_charge": [-0.1748, -0.1747, -0.2149, -0.2483, -0.0505, -0.2030, -0.2281, -0.1925, -0.1386, 0.0917, 0.0587, 0.0497, 0.1267, 0.1211, 0.0849, 0.1351, 0.1133, 0.1155, 0.1238, 0.1238, 0.1208, 0.0860, 0.0894, 0.0879, -0.1186, -0.1985, -0.2334, -0.2115, -0.0549, -0.2304, -0.2594, -0.1811, -0.1232, 0.0866, 0.0872, 0.0899, 0.1244, 0.1258, 0.1218, 0.1204, 0.1101, 0.1305, 0.0412, 0.1010, 0.1261, 0.0935, 0.0928, 0.0372, -0.1424, -0.1942, -0.2316, -0.2146, -0.0499, -0.2188, -0.2362, -0.1894, -0.1256, 0.0685, 0.0347, 0.0961, 0.1299, 0.1039, 0.1211, 0.1270, 0.1113, 0.1287, 0.1122, 0.1256, 0.1191, 0.0853, 0.0852, 0.0869, 0.6973, -0.7235, -0.7097, 0.6987, 0.0647, 0.0049, 0.0246, 0.0512, 0.6803, -0.6801, -0.7353, 0.6602, 0.0524, 0.0363, 0.0492, 0.0493, 0.6412, -0.6917, -0.7262, 0.6321, 0.0466, 0.0557, 0.0577, 0.0507], "max_force_ev_per_a": 1.2, "multiplicity": 1, "smiles": "COCCNCCOC.COCCNCCOC.COCCNCCOC.BrCCBr.BrCCBr.BrCCBr", "total_energy_ev": -462818.7584, "mol_weight_g_mol": 963.16, "charge": 0}

=====

Lowest unoccupied orbital energy, respectively: 0.008; 0.328 eV.